Entry 1:
127
Properties=species:S:1:pos:R:3:mulliken_charge:R:1 method="wB97M-V/def2-TZVPD" homo_ev=-9.9 max_force_ev_per_a=0.73 gap_ha=0.232 total_charge=+1
H -3.027 1.154 8.491 0.355
H 4.156 1.619 0.747 0.156
C -1.139 1.769 11.695 -0.682
C -1.122 -0.046 3.959 -0.992
H 0.038 0.332 6.284 0.150
S 1.774 4.017 4.673 -0.207
H 1.454 -1.050 -5.200 0.291
H 3.570 -1.396 -8.421 0.379
H -1.576 -6.365 -9.095 0.296
C 0.533 -1.504 -5.572 -0.798
H 5.657 0.972 1.424 0.342
H 6.540 -1.791 -5.308 0.391
F -9.207 0.115 5.093 -0.256
H 8.919 -2.293 -8.363 0.331
H 8.625 0.115 -0.934 0.387
H -1.125 0.880 12.322 0.249
H 10.071 -1.292 -6.334 0.334
O -3.573 -5.279 -7.624 -0.385
O 8.639 -2.790 -6.369 -0.382
H 6.207 -0.684 -3.951 0.220
O 7.943 -0.278 -5.007 -0.430
N -6.913 2.750 4.529 -0.127
H 3.829 -2.532 -4.560 0.209
H -1.675 3.447 10.000 0.355
H -1.159 -4.374 -7.802 0.332
O -3.026 0.233 1.902 -0.546
H 0.076 -0.362 9.042 0.243
H 4.436 -3.550 -5.884 0.313
H -9.298 4.346 4.503 0.386
O -6.949 2.319 1.945 -0.373
C 1.514 3.274 3.027 -0.488
H -7.575 4.209 1.581 0.439
C 5.227 1.778 0.826 -0.681
H 6.009 -0.132 -5.627 0.262
C 7.160 1.614 -0.546 -0.646
H -4.912 0.920 4.334 0.106
H -6.422 4.521 3.530 0.507
H 1.426 -0.233 5.347 0.388
C -7.763 3.417 2.305 -0.808
H -1.020 2.651 12.332 0.325
H 0.179 -2.233 -4.844 0.247
H -7.059 2.943 5.522 0.445
C -3.949 -3.921 -7.491 -0.707
C -7.234 1.123 2.669 0.152
H 5.410 2.733 1.331 0.335
H 7.543 2.258 -1.342 0.421
H 7.118 -0.111 -1.833 -0.251
H 2.175 3.763 2.313 0.398
C -2.427 2.658 9.908 -0.685
O 3.014 1.429 2.948 -0.504
C 9.559 -1.982 -5.656 -0.680
C -7.336 3.938 3.672 0.038
H 7.922 -1.146 -7.432 0.310
C 1.881 1.806 3.058 0.403
C -4.694 0.121 3.627 -0.213
O -2.393 1.800 11.029 -0.373
H 7.626 1.925 0.395 0.318
H -5.905 2.646 4.398 0.450
C -7.503 1.413 4.159 -0.621
H 8.432 -1.907 -3.825 0.271
H -8.829 3.179 2.256 0.326
H 2.682 -3.399 -5.600 0.431
H -0.448 1.965 4.339 0.284
H -4.682 -0.796 4.222 0.462
C -2.288 -5.740 -9.644 -0.437
H -0.228 -0.725 -5.690 0.303
O 5.756 1.803 -0.490 -0.409
C -8.348 4.856 4.357 -0.873
C -0.955 -0.070 8.851 -0.945
H -0.958 -0.450 2.962 0.519
H 1.309 1.467 5.925 0.310
H -9.336 5.904 2.888 0.296
H 6.066 -2.200 -0.855 0.289
C 1.567 -1.481 -7.705 -0.545
H -1.345 -0.673 8.021 0.307
C 8.170 -2.200 -7.569 -0.688
H 3.057 -3.017 -7.932 0.350
C 5.905 -1.381 -0.144 -0.716
H -7.949 5.177 5.326 0.380
H -4.361 -5.181 -9.537 0.304
H 5.161 -0.693 -0.552 0.321
H 0.140 -4.487 -9.016 0.352
O -0.963 1.304 8.502 -0.307
H 10.311 -2.650 -5.225 0.375
C 8.897 -1.212 -4.533 -0.312
C 3.635 -2.867 -5.578 -0.856
H -3.990 -6.794 -8.911 0.376
C 7.535 0.183 -0.864 0.311
C 6.610 -0.756 -4.969 -0.678
C -2.238 1.907 8.606 -0.347
O -2.427 0.573 4.061 -0.252
O 3.619 -1.723 -6.415 -0.212
H -6.991 0.668 4.768 0.557
S -5.928 -0.069 2.313 -0.148
C 0.763 0.616 5.522 -1.264
O 0.846 0.922 3.097 -0.366
F -9.852 1.552 3.627 -0.230
H 0.480 3.418 2.720 0.370
H 1.169 -1.652 -8.710 0.428
C 3.003 -1.956 -7.671 -0.632
H 7.272 -2.737 -7.868 0.215
H -3.514 -3.302 -8.278 0.312
H -0.307 1.721 10.990 0.282
H 5.526 -1.796 0.789 0.269
C -0.844 -4.056 -8.797 -0.627
H -8.126 0.664 2.233 0.329
C -3.296 0.314 3.067 0.413
C -0.012 0.964 4.262 0.712
C -8.981 1.327 4.609 0.611
H 1.217 5.199 4.395 0.132
H -2.325 2.620 7.777 0.344
N -8.616 6.068 3.583 -0.606
H -3.414 3.133 9.893 0.368
O -1.780 -4.427 -9.796 -0.425
H -0.763 -2.972 -8.804 0.109
O 0.740 -2.189 -6.794 -0.231
H -2.403 -6.163 -10.646 0.390
H -1.549 -0.265 9.745 0.480
H -3.583 -3.573 -6.527 0.245
H -1.102 -0.859 4.685 0.359
F -9.217 2.222 5.588 -0.276
C -3.636 -5.760 -8.956 -0.470
H 9.664 -0.646 -3.995 0.431
H -7.801 6.382 3.065 0.274
O 7.124 -0.724 0.146 -0.429
H 1.520 -0.406 -7.504 0.337
H -5.040 -3.818 -7.515 0.321

Entry 2:
140
Properties=species:S:1:pos:R:3:mulliken_charge:R:1 method="wB97M-V/def2-TZVPD" homo_ev=-4.2 max_force_ev_per_a=7.86 gap_ha=0.185 total_charge=-1
C 0.340 0.939 2.184 0.051
C -2.086 3.832 -8.749 -0.200
C -1.683 -0.264 -9.136 -0.343
H -4.041 3.365 -7.935 0.367
O 5.602 3.226 -1.990 -0.239
H 8.917 -10.743 2.508 0.352
H -2.271 -0.058 -11.209 0.431
H 2.911 -11.048 3.755 0.328
H 6.891 5.331 -1.068 0.253
H 3.719 -5.468 2.383 0.261
H -3.256 3.338 3.273 0.470
H 3.958 5.811 -5.545 0.301
H -9.229 1.632 -0.839 0.194
C -1.675 3.079 4.693 -0.265
O 6.321 -8.628 2.152 -0.354
C -9.764 4.595 1.303 -1.151
H 0.503 2.976 4.900 0.394
H -9.031 -0.406 0.538 0.269
F 0.653 -2.462 3.228 -0.150
H 4.656 -4.563 4.464 0.281
H -1.344 -0.606 -5.033 0.274
H -7.965 0.155 6.004 0.356
C 2.327 -1.526 4.733 0.592
F 3.369 -1.111 4.003 -0.275
C -8.120 0.093 0.195 -0.360
H -6.438 0.387 5.135 0.177
C -8.401 0.940 -1.034 -0.970
F 2.524 -3.475 3.447 -0.288
H 7.543 2.675 -2.461 0.274
H 7.147 2.816 -0.751 0.344
O -7.547 0.854 1.244 -0.268
O -7.522 2.195 3.360 -0.294
H 7.677 -10.848 1.246 0.272
F 0.928 -0.738 6.458 -0.322
H 1.542 -9.544 5.111 0.436
H -3.250 1.714 3.900 0.175
O 4.464 -7.360 2.546 -0.335
C -7.944 1.860 4.682 -0.380
O -1.543 -2.269 5.187 -0.466
H 8.093 -8.556 3.234 0.313
H 2.016 2.037 -4.361 0.167
C 5.031 -5.507 4.070 -1.047
O 6.173 -9.114 4.504 -0.774
C -1.483 1.533 -4.660 -0.477
H 5.954 -5.321 3.519 0.300
H 2.206 2.606 3.447 0.210
C 1.482 -0.332 5.241 0.816
P 5.325 -8.474 3.447 1.151
C 7.888 -10.478 2.251 -1.029
H 4.365 0.465 -3.191 0.343
C -7.525 0.450 5.049 -0.920
H -9.558 4.959 2.311 0.300
H 5.280 -6.153 4.924 0.372
F 2.944 -2.068 5.857 -0.352
H 8.237 -8.506 1.490 0.345
O -9.518 1.039 2.675 -0.759
H -0.603 0.747 1.639 0.471
H 0.613 2.574 0.830 0.511
C 6.995 3.275 -1.729 -0.377
H -1.004 2.250 -3.990 0.391
F 1.159 -3.539 5.074 -0.271
P 5.050 3.576 -3.500 0.961
C 0.627 2.463 1.935 -0.628
H -9.019 2.004 4.792 0.345
H -2.584 -0.770 -8.778 0.271
H -7.821 -0.274 4.290 0.271
H -1.401 4.106 4.404 0.447
C -1.987 0.573 -10.366 -0.966
H -7.528 1.537 -1.301 0.257
H 5.166 7.113 -5.576 0.390
O -1.104 0.510 -8.097 -0.336
Al -0.003 0.532 4.138 -1.620
H -2.253 0.108 6.501 0.287
H -10.275 5.378 0.742 0.390
H 2.035 4.024 2.375 0.351
H 3.084 -6.374 3.744 0.160
Br -2.837 3.347 6.301 -0.263
C -1.051 0.130 -4.284 -0.837
C 7.692 -8.976 2.312 -0.327
C 7.517 4.701 -1.701 -0.963
H -3.894 4.996 -8.598 0.390
P -2.043 1.584 -7.274 1.047
H 4.125 7.027 -3.349 0.316
H 2.823 2.551 1.749 0.367
H 2.733 -8.249 4.963 0.217
O 3.534 2.978 -3.382 -0.321
Br 1.747 -0.067 1.250 -0.228
H -8.695 3.796 -0.394 0.215
H -1.468 4.719 -8.896 0.314
H 0.037 0.078 -4.205 0.086
H 7.507 5.131 -2.710 0.194
C 2.299 -9.116 4.453 -0.982
H -2.820 1.258 -10.165 0.201
P -1.967 -0.778 4.511 0.126
C -0.376 2.324 5.058 -0.374
H -0.179 3.107 2.311 0.314
O -1.074 1.865 -5.988 -0.296
C 3.337 0.564 -3.539 -1.039
H 3.945 -10.398 5.025 0.270
H -8.681 0.316 -1.884 0.431
C 1.582 -2.739 4.104 0.610
H -1.124 1.177 -10.648 0.253
O -1.295 2.896 -8.013 -0.281
C 3.089 1.902 -4.208 -0.140
C -3.366 4.224 -8.038 -1.149
H 8.544 4.734 -1.335 0.431
H 3.552 1.954 -5.194 0.321
C -8.481 4.192 0.604 -0.213
H -7.398 -0.684 -0.060 0.344
H -1.177 -2.184 6.080 0.291
O 4.250 -9.675 3.106 -0.368
C 4.844 6.254 -3.626 -0.208
C -2.573 2.521 3.578 -0.916
H -2.306 3.428 -9.741 0.211
H 7.214 -11.003 2.928 0.279
H -7.849 5.071 0.469 0.312
O 5.697 2.501 -4.321 -0.759
H -3.154 4.596 -7.034 0.305
C 3.995 -6.158 3.180 -0.055
O -7.710 3.241 1.342 -0.249
O -3.062 0.682 -6.648 -0.758
O 4.414 5.047 -2.993 -0.276
P -8.480 1.933 2.064 0.971
H -0.955 -1.035 -9.395 0.338
F 2.400 0.658 5.591 -0.309
H -2.054 2.212 2.661 0.114
H 1.818 -8.756 3.543 0.262
H -2.559 1.666 -4.542 0.400
H 3.121 -0.256 -4.227 0.350
H 2.698 0.456 -2.660 0.226
H -0.389 2.109 6.142 0.702
H -7.461 2.567 5.360 0.365
O -2.852 -0.011 5.749 -0.397
C 4.912 6.148 -5.136 -1.139
C 2.028 2.918 2.407 -1.171
H -1.482 -0.161 -3.325 0.375
H -10.450 3.745 1.392 0.361
H 5.677 5.426 -5.448 0.357
C 3.377 -10.134 4.128 -0.323
H 5.812 6.559 -3.218 0.215